Here is a structure of composition C27H32FeO4 at a distorted geometry from the Open Molecules 2025 dataset. Energies are from the ωB97M-V functional and the def2-TZVPD basis.

Calculated values
Charge: -2
LUMO level (alpha / beta), eV: 4.37 / 2.35
<S²>: 6.06
HOMO-LUMO gap (alpha / beta), eV: 1.84 / 6.26
Multiplicity: 5

Each line ends with the Löwdin charge.
Element x y z (Å)
C1 3.85212 2.23292 2.67525  -0.10
C2 3.31934 0.85433 2.91674  -0.26
O1 1.94217 0.83882 2.52704  0.00
C3 1.45422 -0.41469 2.61397  -0.41
C4 0.04072 -0.57973 2.32935  0.06
C5 -0.57678 -1.94510 2.53086  -0.36
C6 -0.64779 -2.28997 4.01961  -0.15
C7 0.22124 -3.00967 1.77791  -0.08
C8 -0.75083 0.60424 2.11007  -0.43
O2 -0.39222 1.73061 1.78702  0.09
O3 -2.07302 0.29883 2.29370  -0.07
C9 -2.96430 1.44102 2.38006  -0.28
C10 -2.74830 2.24538 3.62856  -0.25
O4 2.20528 -1.34400 2.94224  0.04
H1 4.88576 2.25384 3.02235  0.07
H2 3.84790 2.47920 1.61113  0.07
H3 3.29067 3.00072 3.21096  0.07
H4 3.88842 0.13150 2.31984  0.12
H5 3.40463 0.58632 3.97896  0.12
H6 -1.59149 -1.88874 2.11462  0.12
H7 -1.24789 -1.53293 4.53746  0.05
H8 -1.10858 -3.27519 4.15340  0.06
H9 0.37254 -2.30107 4.42334  0.07
H10 0.26703 -2.73794 0.71490  0.08
H11 1.23338 -3.03224 2.20113  0.07
H12 -0.26713 -3.98652 1.88358  0.07
H13 -2.79718 2.07358 1.50153  0.11
H14 -3.95850 0.98918 2.33707  0.09
H15 -3.40464 3.11470 3.60631  0.04
H16 -2.97832 1.66000 4.52259  0.03
H17 -1.71322 2.59389 3.66191  0.06
C11 0.51467 0.91522 -4.86030  -0.18
C12 -0.02721 -0.41104 -4.58063  -0.18
C13 0.56345 -0.88402 -3.33763  -0.16
C14 1.46299 0.14843 -2.84693  -0.16
C15 1.43775 1.25614 -3.78938  -0.17
Fe1 -0.37334 0.84776 -3.10795  -0.18
C16 -0.96651 2.15257 -1.71546  -0.13
C17 -1.39513 2.53954 -3.04732  -0.13
C18 -2.14454 1.44111 -3.61683  -0.12
C19 -2.27375 0.38591 -2.59075  -0.27
C20 -3.00956 -0.82355 -2.72638  -0.01
C21 -3.47109 -1.62789 -1.65635  -0.22
C22 -3.72448 -3.00786 -1.90973  -0.07
C23 -4.23504 -3.83323 -0.92100  -0.12
C24 -4.54045 -3.32249 0.34993  -0.13
C25 -4.28813 -1.96912 0.62727  -0.13
C26 -3.76260 -1.12677 -0.34490  -0.03
C27 -1.45098 0.82315 -1.44940  -0.10
H18 0.30172 1.52247 -5.73812  0.05
H19 -0.70911 -0.97208 -5.21540  0.07
H20 0.40516 -1.86083 -2.88499  0.10
H21 2.10790 0.06666 -1.97504  0.10
H22 2.05153 2.15271 -3.73592  0.08
H23 -0.42694 2.76924 -1.00087  0.11
H24 -1.20444 3.49970 -3.51955  0.10
H25 -2.65232 1.38804 -4.57707  0.11
H26 -3.28564 -1.10112 -3.75036  0.11
H27 -3.47572 -3.39282 -2.90261  0.10
H28 -4.40288 -4.88804 -1.13747  0.09
H29 -4.97114 -3.97254 1.11414  0.08
H30 -4.51117 -1.56398 1.61536  0.07
H31 -3.61092 -0.06553 -0.12772  0.10
H32 -1.36500 0.26045 -0.52452  0.11

Forces on atoms 1 to 3 (eV/Å):
0.1653 0.4328 -0.1165
0.3489 0.3315 -0.0079
0.1324 -0.7660 0.1813